A) The following is a quantum chemistry calculation of a gas-phase ion, C3H3O3 (charge +1), from OMol25.

The HOMO energy (spin up / spin down) is -15.02 / -15.69 eV.

Structure (ORCA input):
```
! wB97M-V def2-TZVPD RIJCOSX def2/J DEFGRID3
* xyz 1 1
C -1.7005 0.5411 0.1081
C -1.0967 -0.8253 -0.0115
C 1.0122 -0.0282 -0.5327
O -2.8481 0.7435 0.2942
O 1.8940 0.6766 -0.0296
O 0.1603 -0.8400 -0.1412
H -1.6374 -1.7641 -0.0392
H -0.8799 1.3460 0.0138
H 2.0188 0.8349 0.9432
*
```

Results of the natural (NBO) charge analysis, in e, for atoms 1 through 5:
1. C 0.3207
2. C 0.2149
3. C 0.7861
4. O -0.3463
5. O -0.5470

---

B) The following is a quantum chemistry calculation of a gas-phase ion, C3H3O3 (charge +1), from OMol25.

The HOMO energy (spin up / spin down) is -14.23 / -14.23 eV.

Structure (ORCA input):
```
! wB97M-V def2-TZVPD RIJCOSX def2/J DEFGRID3
* xyz 1 1
C -1.0372 0.4318 0.1673
C 0.5628 0.5805 -1.3664
C 0.3536 -0.5468 0.4953
O 1.1026 -0.3539 -0.5534
O -0.6390 0.9739 -0.9273
O 0.4011 -1.3856 1.4539
H -1.7627 0.8652 0.7582
H 1.0521 0.5866 -2.3244
H -0.0333 -1.1517 2.2969
*
```

Results of the natural (NBO) charge analysis, in e, for atoms 1 through 5:
1. C 0.0565
2. C 0.4364
3. C 0.6739
4. O -0.3375
5. O -0.2907

---

Which one sits at the bottom of the stability order? A) does.

---

A) The following is a quantum chemistry calculation of a gas-phase ion, C3H3O3 (charge +1), from OMol25.

The HOMO energy is -15.17 eV.

Structure (ORCA input):
```
! wB97M-V def2-TZVPD RIJCOSX def2/J DEFGRID3
* xyz 1 1
C -0.9892 -0.0774 -0.1461
C 0.7171 -0.0359 -1.3867
C 0.1297 0.1827 0.6483
O -0.5258 -0.1687 -1.3860
O 1.1740 0.2119 -0.1804
O 0.2893 0.2070 1.9536
H -1.9609 -0.0493 0.1641
H 1.4403 -0.1458 -2.3135
H -0.2747 -0.1245 2.6467
*
```

Results of the natural (NBO) charge analysis, in e, for atoms 1 through 5:
1. C -0.0215
2. C 0.5783
3. C 0.5947
4. O -0.2828
5. O -0.3306

---

B) The following is a quantum chemistry calculation of a gas-phase ion, C3H3O3 (charge +1), from OMol25.

The HOMO energy is -16.23 eV.

Structure (ORCA input):
```
! wB97M-V def2-TZVPD RIJCOSX def2/J DEFGRID3
* xyz 1 1
C 0.1985 -0.6341 0.1854
C -1.9394 0.4571 0.1824
C 1.1109 0.2760 0.1564
O -1.5806 1.5640 -0.0190
O -1.1428 -0.6505 0.2757
O 2.0671 1.0213 0.2575
H 0.5799 -1.6656 0.1322
H -2.9686 0.0926 0.3265
H 2.4829 1.4427 -0.5350
*
```

Results of the natural (NBO) charge analysis, in e, for atoms 1 through 5:
1. C 0.0127
2. C 0.6545
3. C 0.6705
4. O -0.4867
5. O -0.4471

---

Which one sits at the bottom of the stability order? B) does.

---

A) The following is a quantum chemistry calculation of a molecular structure, C6H12Br6, from OMol25.

The HOMO energy is -8.07 eV.

Structure (ORCA input):
```
! wB97M-V def2-TZVPD RIJCOSX def2/J DEFGRID3
* xyz 0 1
Br 0.4698 3.5658 -1.4729
C 0.1950 1.6618 -2.0211
C 0.0789 0.8099 -0.7673
Br -0.0400 -1.0694 -1.3741
H 1.0633 1.3896 -2.6211
H -0.6686 1.6313 -2.6855
H -0.8075 1.0387 -0.1757
H 0.9798 0.8911 -0.1591
Br 1.6977 -3.2778 -0.4104
C 0.2793 -3.1385 -1.8129
C -0.4181 -4.5103 -1.6449
Br -1.8537 -4.6967 -2.9081
H 0.7584 -2.9645 -2.7764
H -0.4078 -2.3303 -1.5623
H -0.8986 -4.4695 -0.6673
H 0.1385 -5.4391 -1.7706
Br 0.7093 1.3929 1.2207
C -0.1895 2.6725 2.3829
C 0.1272 2.5265 3.8845
Br -1.2251 3.6235 4.7973
H -1.2633 2.6573 2.1966
H 0.1957 3.6379 2.0548
H 1.0982 2.9260 4.1772
H -0.0188 1.4714 4.1155
*
```

Results of the natural (NBO) charge analysis, in e, for atoms 1 through 5:
1. Br -0.0631
2. C -0.4135
3. C -0.4809
4. Br 0.1579
5. H 0.2205

---

B) The following is a quantum chemistry calculation of 3 unconnected molecules or ions with the total composition C6H12Br6, from OMol25.

Its SMILES is BrCCBr.BrCCBr.BrCCBr. The HOMO energy is -9.85 eV.

Structure (ORCA input):
```
! wB97M-V def2-TZVPD RIJCOSX def2/J DEFGRID3
* xyz 0 1
Br -8.4485 5.3576 -14.2190
C -9.6785 4.5420 -12.9567
C -9.4631 4.7771 -11.4625
Br -9.4375 6.6814 -10.9520
H -9.7149 3.4428 -12.9746
H -10.5820 4.9898 -13.2958
H -8.5628 4.2840 -11.1225
H -10.3217 4.4075 -10.9282
Br -6.3535 2.2168 -7.5435
C -6.4431 4.1223 -8.0520
C -7.1613 5.1388 -7.2171
Br -9.0892 4.9626 -7.5778
H -6.7896 4.0820 -9.0291
H -5.3972 4.3172 -8.1275
H -6.9872 6.2000 -7.4435
H -7.2153 4.9779 -6.1358
Br -6.5389 2.1965 -11.0997
C -5.5893 2.6377 -12.7484
C -5.9402 1.5470 -13.7715
Br -5.1052 2.0355 -15.4329
H -4.5091 2.6626 -12.6021
H -5.8897 3.4948 -13.1768
H -6.9842 1.6061 -14.0899
H -5.6540 0.5523 -13.4447
*
```

Results of the natural (NBO) charge analysis, in e, for atoms 1 through 5:
1. Br -0.0001
2. C -0.4560
3. C -0.4306
4. Br -0.0301
5. H 0.2288

---

Which one sits at the bottom of the stability order? A) does.

---

A) The following is a quantum chemistry calculation of 2 unconnected molecules or ions with the total composition C3H7O2S, from OMol25.

The HOMO energy is -4.27 eV.

Structure (ORCA input):
```
! wB97M-V def2-TZVPD RIJCOSX def2/J DEFGRID3
* xyz -1 1
O -0.5658 1.9531 -0.0047
C -0.6950 1.9120 1.2406
O -0.4552 0.9579 2.0055
H -0.9734 2.8769 1.7382
C 1.5990 -0.3048 -0.5166
S 0.5682 -1.4154 -1.5223
C -0.9915 -1.4150 -0.6034
H 1.8603 -0.7946 0.4186
H 1.0605 0.6255 -0.3127
H 2.4859 -0.1703 -1.1358
H -1.8030 -1.5184 -1.3210
H -1.0334 -2.2469 0.0965
H -1.0567 -0.4601 -0.0828
*
```

Results of the natural (NBO) charge analysis, in e, for atoms 1 through 5:
1. O -0.8002
2. C 0.6248
3. O -0.7887
4. H -0.0040
5. C -0.7420

---

B) The following is a quantum chemistry calculation of 2 unconnected molecules or ions with the total composition C3H7O2S, from OMol25.

The HOMO energy is -4.15 eV.

Structure (ORCA input):
```
! wB97M-V def2-TZVPD RIJCOSX def2/J DEFGRID3
* xyz -1 1
C -1.1899 -1.1877 -0.4578
S -2.4894 -0.0296 -0.0500
C -1.5992 1.5127 -0.2223
H -0.2503 -0.9655 0.0578
H -0.9465 -1.1383 -1.5141
H -1.5571 -2.1930 -0.2400
H -2.2915 2.2744 0.1189
H -0.6546 1.5297 0.3278
H -1.3565 1.7465 -1.2685
O 1.5816 0.1558 -0.0323
C 2.7177 -0.3031 0.2124
O 3.6879 0.2240 0.7930
H 2.9021 -1.3610 -0.1517
*
```

Results of the natural (NBO) charge analysis, in e, for atoms 1 through 5:
1. C -0.7681
2. S 0.1459
3. C -0.7542
4. H 0.2866
5. H 0.2025

---

Which one sits at the bottom of the stability order? B) does.

---

A) The following is a quantum chemistry calculation of 2 unconnected molecules or ions with the total composition C3H2N2O2, from OMol25.

The expectation value of S² is 2.020. The HOMO energy (spin up / spin down) is -8.12 / -11.56 eV.

Structure (ORCA input):
```
! wB97M-V def2-TZVPD RIJCOSX def2/J DEFGRID3
* xyz 0 3
C -2.0916 0.9411 -0.0765
C -2.5853 0.0764 -0.8538
C -0.2379 -2.5482 -0.0668
N -1.4798 1.3493 0.9278
N -0.7899 -3.3882 0.5650
O -3.4044 -0.2596 -1.6251
O 0.3739 -1.6140 -0.3972
H -0.8186 0.6226 1.2853
H -1.3049 -4.2054 0.4057
*
```

Results of the natural (NBO) charge analysis, in e, for atoms 1 through 5:
1. C 0.1674
2. C 0.4182
3. C 0.8512
4. N -0.5924
5. N -0.7545

---

B) The following is a quantum chemistry calculation of a single C3H2N2O2 molecule, from OMol25.

The expectation value of S² is 2.008. The HOMO energy (spin up / spin down) is -5.78 / -11.15 eV.

Structure (ORCA input):
```
! wB97M-V def2-TZVPD RIJCOSX def2/J DEFGRID3
* xyz 0 3
C -0.8614 0.8439 0.0113
C -0.0336 -0.0951 0.4710
C -0.2060 -0.4513 -1.7727
N 0.2882 -0.7855 -0.7478
N 0.6212 -0.2621 1.6839
O -1.5769 1.6187 -0.4822
O -0.6489 -0.0417 -2.7865
H 1.3928 0.4543 1.6635
H 1.0246 -1.2812 1.9594
*
```

Results of the natural (NBO) charge analysis, in e, for atoms 1 through 5:
1. C 0.3319
2. C 0.2545
3. C 0.8929
4. N -0.5683
5. N -0.8204

---

Which one sits at the bottom of the stability order? B) does.